Density functional theory data (ωB97M-V/def2-TZVPD) for a cluster of 5 separate species, C24H45F6NO10S in total.

Values from the calculation:
2S+1: 1
LUMO level: -1.0 eV
E: -2745.754567 Ha
Highest occupied orbital energy: -0.365 Ha
Molecular weight: 653.68 g/mol
SMILES string: CCCN(CCCC(F)(F)C(F)(F)F)S(=O)(=O)F.CCOC(C)=O.CCOC(C)=O.CCOC(C)=O.CCOC(C)=O
Frontier orbital gap: 8.946 eV

```
87
C24H45F6NO10S (ωB97M-V/def2-TZVPD)
S -2.14060 0.76305 -0.57183
F 1.40523 -2.73978 0.07574
F 0.41572 -4.14944 -2.27575
F -1.55053 -0.02539 0.87398
F 1.71317 -2.75450 -3.78819
F 3.17840 -3.62090 -1.26607
F 2.80950 -1.25827 -1.35882
O -2.95294 -0.33000 -1.32775
O -1.87175 -8.91890 -2.94683
O -4.16220 6.87317 3.55640
O 1.65625 0.07343 6.05741
O 1.20060 1.81129 4.72018
O -3.19179 1.88130 -0.20257
O 3.30748 4.11083 -2.03167
O 3.45946 1.91053 -2.42098
O -1.71977 -11.11919 -3.33615
O -4.65066 4.78261 2.91851
N -0.83520 1.46766 -1.49267
C 0.85089 0.73532 5.19630
C -4.87185 6.11638 2.90036
C -1.16364 -10.06745 -3.03399
C -0.19700 -1.62339 -2.38128
C 0.65076 2.23494 0.57434
C 4.01559 2.96227 -2.11883
C 0.14524 -0.27535 -3.24914
C 0.99829 -2.77600 -2.48008
C -5.24024 3.61776 0.86264
C -0.81638 1.01658 -2.93604
C 1.45527 -2.35270 5.99002
C 1.84894 1.53497 1.49891
C 4.55472 6.12836 -2.58395
C -0.62451 -6.90136 -3.49911
C -1.35783 -7.67893 -2.42425
C -0.43324 0.08873 4.76279
C 2.09952 -2.58691 -1.24255
C -5.53007 3.79981 2.33931
C 3.82141 5.35079 -1.50909
C 5.50457 3.01317 -1.93087
C 0.32534 -10.01655 -2.84604
C 0.50998 1.32968 -0.81455
C 1.26733 -1.09163 6.80981
C -5.93814 6.66163 1.99443
H -4.18994 3.34891 0.70920
H -0.74503 -7.85008 -1.53396
H 2.89624 1.91897 1.10888
H -5.41481 4.53941 0.30093
H -0.38498 -1.44782 -1.23902
H -0.26592 -0.45064 3.82720
H -6.75740 5.96932 1.80981
H -1.89808 0.84760 -3.40382
H 1.64976 1.77384 2.63435
H -0.28554 -5.93584 -3.11316
H 0.64665 -10.95159 -2.37690
H 0.82758 0.23319 -0.55548
H 1.92809 -1.13023 7.68207
H -0.32953 2.22041 1.22821
H 1.32413 1.77544 -1.56416
H 0.24980 -0.98818 7.19889
H -5.48554 6.95910 1.04527
H -0.36197 1.92788 -3.55929
H -1.17745 0.87411 4.59859
H 4.89369 7.09388 -2.19799
H -1.18712 -2.13864 -2.80390
H 5.98671 3.11118 -2.90667
H 4.43421 5.17964 -0.61879
H 1.21292 -3.23844 6.58401
H -5.32828 2.85910 2.86207
H 3.90016 6.30214 -3.44435
H -6.57839 4.04321 2.53739
H -5.87112 2.83068 0.44004
H 2.49072 -2.43271 5.64306
H 5.83974 3.81318 -1.27345
H 1.29319 0.04799 -3.20343
H 0.24542 -7.44961 -3.87074
H 5.82589 2.07813 -1.46174
H 0.66051 -9.21654 -2.18862
H -0.03402 -0.56345 -4.39345
H 5.42465 5.58011 -2.95557
H -0.86095 -0.58434 5.50346
H -1.27907 -6.72759 -4.35952
H 2.95283 5.92973 -1.17842
H 1.84762 0.34670 1.40986
H 0.93769 3.35478 0.36148
H -2.22640 -7.09999 -2.09358
H 0.82327 -2.35147 5.09782
H -6.38275 7.53953 2.47320
H 0.80748 -9.91854 -3.82184
```

***

Density functional theory data (ωB97M-V/def2-TZVPD) for a structure of composition C18H29B2Br39FNO3Si.

Values from the calculation:
2S+1: 1
LUMO level: -0.3 eV
E: -101809.306638 Ha
Highest occupied orbital energy: -0.327 Ha
Molecular weight: 3492.40 g/mol
Frontier orbital gap: 8.569 eV

```
94
C18H29B2Br39FNO3Si (ωB97M-V/def2-TZVPD)
Br -1.50341 -4.54957 -2.37551
Br -0.47155 -3.68990 -5.25552
Br -3.00872 6.76318 -8.39624
Br -9.45657 6.52854 -1.84280
Br 9.10037 -2.91017 8.36943
Br -5.50578 0.47820 -6.70538
Br 10.98510 -0.67550 7.09940
Br -6.06017 7.55039 -7.90714
Br -0.58412 7.86502 0.42808
Br 1.72457 -6.37084 -1.02243
Br -1.21159 5.04424 -0.95269
Br -1.20266 -9.27027 2.03178
Br 0.88940 3.81508 6.41077
Br 4.18827 -4.47067 -0.33698
Br 0.65030 1.81155 3.94904
Br 14.28219 -1.09432 2.97666
Br -0.24725 -9.04804 5.06647
Br -2.76224 -0.99834 -7.44263
Br 4.91356 -1.94157 6.62390
Br 11.09903 -0.99620 3.04583
Br 1.21244 -7.34992 2.79661
Br 0.68848 6.94779 -3.93244
Br -2.78680 2.12515 -6.93649
Br -2.87773 -5.76229 -4.98750
Br -8.46569 6.55538 -4.87618
Br 3.23219 -3.95392 4.79490
Br -4.67670 2.05236 -3.28508
Br -1.93866 3.27685 5.04609
Br -2.33019 6.07714 -4.47732
Br -3.60295 6.95931 -0.10042
Br -11.48473 5.80588 -4.19102
Br 1.83869 -3.41332 -2.21425
Br 2.06647 -1.07582 5.44163
Br -4.83691 4.95810 -6.50841
Br 12.76989 1.71194 2.90616
Br 7.88455 -0.08644 7.53164
Br -3.73806 2.90667 -0.38303
Br 0.04732 4.16665 -5.36673
Br -6.62603 3.75517 -1.40514
Si -0.75169 -1.54817 0.58364
F -3.29609 0.86155 1.77007
O 0.33949 -2.67935 3.00961
O -1.19270 -4.93263 0.34743
O -2.06702 -4.59787 2.54317
N 2.12576 -1.64594 1.67666
C -0.45053 -8.12782 3.38423
C 9.21215 -1.42770 7.14677
C -2.23672 -2.65967 0.88139
C -4.79977 3.39514 -1.90635
C -4.79171 6.10817 -8.04938
C -1.77706 6.86757 -0.71156
C 3.09108 -2.77805 1.59078
C -1.17875 0.30051 0.75529
C -0.03728 3.41245 4.77183
C -1.99594 -4.23652 -4.21250
C 12.73091 -0.10449 3.54503
C 3.15595 -2.51814 6.08477
C -1.93997 0.59814 2.07005
C -3.79591 0.62095 -7.58584
C -0.51221 5.99045 -5.09934
C 2.36886 -0.81580 0.49102
C -9.65368 5.74856 -3.59344
C 2.85970 -4.94874 -1.64877
B -1.82412 -4.13614 1.25677
B 0.73232 -1.99783 1.84931
H 3.38740 -5.31559 -2.51658
H -1.06173 -4.45533 -0.49452
H -1.87006 -0.24482 2.76758
H 2.77057 -3.70491 2.05515
H -1.74301 7.33625 -1.68562
H -1.49593 1.47049 2.56369
H 4.04431 -2.43884 2.00405
H -1.50703 -4.08428 3.16458
H -2.70268 -3.41945 -4.22160
H -1.79176 0.61862 -0.08740
H -0.24963 -1.77570 -0.80034
H 3.43153 -0.54564 0.48191
H -3.99717 0.78817 -8.63357
H 12.75276 -0.06529 4.62438
H 0.91066 -3.43264 3.23554
H 2.18950 -1.34122 -0.45328
H -1.14534 -7.31596 3.53572
H -0.27111 0.91003 0.78710
H -4.39415 4.31188 -2.31456
H -2.87259 -2.20277 1.64384
H 0.14027 4.23064 4.08826
H 1.82375 0.12681 0.54089
H -9.37653 4.70747 -3.51194
H 9.00263 -1.81067 6.15834
H -0.48411 6.48055 -6.06185
H -5.08034 5.51108 -8.90158
H -2.85233 -2.68538 -0.02679
H 2.66333 -2.91264 6.96110
H 3.26937 -2.98698 0.52983
```

***

Density functional theory data (ωB97M-V/def2-TZVPD) for a structure of composition C44H66BrO4RuSe.

Values from the calculation:
2S+1: 6
LUMO level (spin up / spin down): 0.4 / -2.4 eV
E: -7087.457984 Ha
Highest occupied orbital energy (spin up / spin down): -0.264 / -0.265 Ha
Molecular weight: 918.94 g/mol
Frontier orbital gap (spin up / spin down): 7.539 / 4.824 eV

```
117
C44H66BrO4RuSe (ωB97M-V/def2-TZVPD)
Ru -0.52714 0.11992 1.71532
Br -1.12219 2.34034 3.09180
Se -0.32374 -2.21936 0.47612
O -0.55732 -1.40686 3.84316
O -2.34791 0.88370 0.70384
O 0.60943 0.67410 -0.18371
O 1.55225 -0.43174 2.23041
C -4.47913 6.56618 2.90732
C 3.34567 -4.03803 1.15566
C -5.43632 2.39677 -2.02923
C -2.89102 2.05461 0.86498
C 1.46296 -2.54328 1.13275
C 0.59967 -1.66236 -3.55586
C -4.96146 0.37491 -0.67502
C -2.95910 -1.06895 4.22325
C -3.91360 2.55237 -0.00317
C 3.43037 -1.89422 2.37137
C -4.36592 1.69628 -1.19071
C -4.80161 5.96333 1.53529
C 2.81091 2.04698 -1.71708
C 4.40369 0.41827 2.57330
C 4.07231 -5.32101 0.76145
C 1.00127 -0.31803 -3.60097
C -3.10801 4.15989 2.15757
C 3.37518 -0.71033 4.57895
C -0.69000 -3.25651 -4.98796
C 0.58508 -0.02453 -1.22734
C 1.54549 1.94425 -2.59306
C -3.17114 1.40357 -2.11240
C 1.06022 -1.83438 -6.04144
C -4.31831 6.94010 0.45252
C 1.73614 -3.65413 -4.47646
C 0.48939 2.95951 -2.12149
C 4.18261 -0.92613 3.28720
C -4.12038 4.61290 1.33069
C -4.47926 3.78700 0.25904
C -2.53278 2.93029 1.90250
C 1.92454 2.31730 -4.02822
C 3.98733 -3.08959 1.96901
C 4.46665 -6.10395 2.02270
C 3.20357 -6.22816 -0.11144
C 5.33762 -4.96358 -0.03399
C 0.67067 -2.57938 -4.76255
C -6.32639 5.80666 1.43135
C -1.55865 -1.07780 4.81640
C 0.17549 -2.18330 -2.32356
C 1.02345 0.51228 -2.50427
C 5.55656 -1.46844 3.68707
C 2.06108 -3.74178 0.75430
C 0.15580 -1.39744 -1.20617
C 2.10448 -1.55811 1.92465
H -6.34331 2.58762 -1.45215
H 5.47652 -2.42072 4.21577
H -2.75142 4.73790 2.99811
H -6.64047 5.54994 0.41914
H -5.07952 7.46413 3.06042
H 6.20541 -1.59875 2.81794
H 0.92546 3.96014 -2.11969
H 1.49253 -4.42974 0.14151
H -6.67872 5.02555 2.10732
H 1.06630 2.23777 -4.69907
H 2.26912 3.35141 -4.04826
H -0.63288 -3.91166 -5.85803
H 3.90864 -0.02007 5.23794
H -5.78379 0.57484 0.01570
H 2.92121 -5.72908 -1.04106
H 0.35324 -1.03467 -6.27061
H -0.12671 -3.21754 -2.22418
H 2.06266 -1.40886 -5.96880
H 3.57822 -6.36621 2.60005
H 3.45440 0.86435 2.28821
H 3.24157 -1.65721 5.10725
H 4.99289 -3.31713 2.29686
H -5.70817 1.75431 -2.86891
H -5.24834 4.14651 -0.41046
H 1.81689 -4.33416 -5.32590
H 3.53803 1.28213 -1.99989
H -2.95174 -0.53798 3.26758
H 2.29685 -6.53612 0.41295
H -2.39525 0.85428 -1.58189
H -3.65927 -0.56083 4.88702
H 5.00712 0.27441 1.67391
H 1.05761 -2.53359 -6.87802
H 4.92897 1.10975 3.23738
H -1.29035 -0.08674 5.17883
H 6.03798 -0.75450 4.35769
H 2.56456 1.91539 -0.66593
H -5.34877 -0.21811 -1.50791
H 0.13344 2.74097 -1.11904
H -4.70669 5.86298 3.71058
H 6.03947 -4.38627 0.56929
H 2.71062 -3.19226 -4.30733
H 1.48101 -4.23932 -3.59186
H 4.98744 -7.02505 1.74886
H -4.55933 6.57164 -0.54620
H 1.31283 0.08406 -4.55232
H 2.73534 1.69377 -4.41149
H -3.32314 -2.08391 4.05301
H -6.81683 6.74408 1.70231
H 5.12780 -5.52150 2.66481
H 5.07845 -4.37079 -0.91326
H -3.23630 7.06952 0.51340
H -0.68675 -2.31845 3.56061
H -3.49674 0.81090 -2.97201
H 3.27302 3.02660 -1.84966
H -5.07228 3.34244 -2.43698
H 5.84502 -5.87305 -0.36608
H -3.42880 6.85362 2.97970
H 2.39474 -0.29409 4.35936
H -1.49115 -1.77985 5.65151
H -4.20506 -0.20690 -0.15303
H -0.98860 -3.86128 -4.13147
H -1.46784 -2.51202 -5.16698
H -0.36513 2.96018 -2.80066
H -2.74356 2.33787 -2.48330
H -4.79219 7.91675 0.58334
H 3.76520 -7.12763 -0.36987
```

***

- Which formula does entry 2 have?
  C18H29B2Br39FNO3Si

***

- Number 3 is which compound?
  C44H66BrO4RuSe

***

- Which value of molecular weight does entry 2 give?
  3492.40 g/mol